{"formula": "C43H64BCl3F4N5O3SiTi", "method": "ωB97M-V with the def2-TZVPD basis set", "elements": ["Ti", "C", "C", "N", "C", "C", "C", "C", "N", "C", "C", "F", "C", "F", "C", "C", "F", "C", "F", "H", "H", "H", "H", "H", "H", "H", "H", "H", "H", "H", "H", "H", "H", "H", "O", "H", "H", "O", "H", "H", "Cl", "C", "Cl", "Cl", "C", "N", "C", "C", "C", "C", "C", "C", "C", "C", "C", "C", "C", "C", "N", "B", "N", "C", "C", "C", "C", "C", "C", "C", "C", "C", "C", "C", "C", "C", "C", "H", "H", "H", "H", "H", "H", "H", "H", "H", "H", "H", "H", "H", "H", "H", "H", "H", "H", "H", "H", "H", "H", "H", "H", "H", "H", "H", "H", "H", "H", "H", "H", "H", "H", "H", "H", "C", "Si", "C", "C", "O", "H", "H", "H", "H", "H", "H", "H", "H", "H"], "coordinates": [[-0.194, 0.601, -1.247], [-5.345, -0.361, 0.725], [-4.521, -1.038, -0.358], [-3.115, -1.310, -0.016], [-2.929, -2.138, 1.194], [-2.972, -1.414, 2.532], [-2.443, -1.995, -1.146], [-2.483, -1.267, -2.475], [-2.022, 0.099, -2.341], [-2.603, 1.051, -3.118], [-2.400, 2.399, -2.773], [-1.596, 2.626, -1.699], [-2.905, 3.473, -3.456], [-2.620, 4.709, -3.017], [-3.691, 3.294, -4.580], [-3.900, 1.987, -4.965], [-4.612, 1.740, -6.076], [-3.383, 0.899, -4.284], [-3.586, -0.314, -4.838], [-6.262, 0.021, 0.276], [-4.812, 0.483, 1.163], [-5.631, -1.046, 1.521], [-4.510, -0.393, -1.235], [-4.999, -1.983, -0.653], [-1.934, -2.572, 1.103], [-3.646, -2.970, 1.184], [-2.577, -2.084, 3.298], [-3.971, -1.115, 2.838], [-2.336, -0.531, 2.527], [-2.894, -2.980, -1.307], [-1.405, -2.152, -0.836], [-3.497, -1.292, -2.864], [-1.877, -1.859, -3.172], [-4.094, 4.124, -5.139], [0.443, -0.918, -2.267], [1.179, -1.468, -1.956], [0.438, -1.124, -3.345], [-1.695, 0.708, 0.142], [-2.400, -0.106, 0.100], [-1.461, 0.865, 1.064], [0.744, -1.690, -4.917], [0.474, 1.481, -6.078], [-0.886, 1.256, -7.043], [2.003, 1.617, -6.773], [0.331, 1.540, -4.692], [0.209, 1.587, -3.545], [-0.790, 3.447, 1.067], [-1.423, 2.964, 2.372], [-2.909, 2.579, 2.261], [-0.506, 2.059, 3.243], [-0.581, 2.484, 4.577], [0.360, 2.209, 5.543], [1.528, 1.602, 5.124], [1.633, 1.091, 3.841], [2.997, 0.543, 3.437], [3.549, -0.557, 4.352], [4.007, 1.699, 3.417], [0.529, 1.123, 2.938], [0.526, -0.049, 2.021], [0.574, -0.515, 0.586], [1.067, -1.898, 0.692], [1.199, -2.221, 2.042], [0.847, -1.188, 2.799], [1.524, -2.888, -0.256], [2.645, -2.582, -1.073], [2.965, -3.433, -2.133], [2.274, -4.598, -2.359], [1.319, -4.969, -1.440], [0.929, -4.174, -0.360], [-0.063, -4.980, 0.527], [-1.421, -5.216, -0.150], [-0.303, -4.685, 2.007], [3.677, -1.445, -0.932], [3.688, -0.515, -2.155], [3.718, -0.618, 0.342], [-1.532, 3.974, 0.466], [-0.369, 2.662, 0.456], [0.023, 4.141, 1.287], [-1.440, 3.867, 2.981], [-3.133, 1.952, 1.402], [-3.499, 3.490, 2.145], [-3.251, 2.077, 3.167], [-1.415, 3.128, 4.835], [0.226, 2.543, 6.563], [2.370, 1.509, 5.799], [2.915, 0.149, 2.431], [3.869, -0.144, 5.311], [4.425, -1.017, 3.889], [2.827, -1.347, 4.548], [4.125, 2.123, 4.416], [3.697, 2.500, 2.748], [4.984, 1.335, 3.091], [1.601, -3.166, 2.356], [0.805, -1.150, 3.871], [3.795, -3.170, -2.776], [2.508, -5.231, -3.204], [0.842, -5.936, -1.554], [0.426, -5.957, 0.534], [-2.127, -4.440, 0.122], [-1.839, -6.164, 0.195], [-1.348, -5.250, -1.236], [-0.755, -3.713, 2.195], [0.605, -4.764, 2.602], [-0.992, -5.449, 2.377], [4.623, -1.996, -0.949], [2.911, 0.243, -2.066], [3.522, -1.048, -3.092], [4.648, -0.001, -2.227], [2.941, 0.146, 0.353], [4.682, -0.103, 0.391], [3.622, -1.233, 1.238], [2.650, 3.464, 0.721], [2.102, 3.118, -1.036], [1.104, 4.527, -1.739], [3.632, 2.951, -2.088], [1.160, 1.753, -0.983], [2.552, 4.522, 0.977], [3.696, 3.183, 0.860], [2.050, 2.891, 1.432], [1.637, 5.469, -1.581], [0.114, 4.614, -1.288], [0.963, 4.396, -2.815], [4.038, 3.960, -2.211], [3.434, 2.547, -3.083], [4.398, 2.337, -1.612]], "forces_ev_per_angstrom": [[-0.8, -0.1, -0.2], [0.0, 0.0, 0.0], [-0.1, -0.1, -0.1], [-0.4, -0.1, 0.0], [0.0, 0.0, 0.0], [-0.1, 0.0, 0.0], [0.1, -0.1, 0.0], [0.0, 0.0, 0.0], [0.5, 0.5, -0.2], [-0.1, 0.0, 0.1], [0.0, -0.1, 0.0], [0.1, 0.1, 0.1], [0.0, 0.0, 0.0], [0.0, 0.0, 0.0], [0.0, 0.0, 0.0], [0.0, 0.0, 0.0], [0.0, 0.0, 0.0], [0.0, 0.0, 0.0], [0.0, 0.0, 0.0], [0.0, 0.0, 0.0], [0.0, 0.0, 0.0], [0.0, 0.0, 0.0], [0.0, 0.0, 0.0], [0.0, 0.0, 0.0], [0.0, 0.0, 0.0], [0.0, 0.0, 0.0], [0.0, 0.0, 0.0], [0.0, 0.0, 0.0], [0.1, 0.1, 0.0], [0.0, -0.1, 0.1], [0.0, 0.0, -0.1], [-0.1, 0.0, 0.0], [0.0, 0.0, 0.0], [0.0, 0.0, 0.0], [0.3, -0.4, -0.1], [0.0, -0.1, 0.1], [0.0, 0.0, -0.1], [0.6, 0.9, 0.3], [-0.2, -0.5, 0.0], [0.1, -0.2, 0.0], [-0.1, 0.1, 0.0], [-0.1, 0.0, 0.1], [0.0, 0.0, 0.0], [0.0, 0.0, 0.0], [0.1, -0.1, -0.1], [0.0, 0.0, -0.2], [0.0, 0.1, 0.1], [-0.1, -0.2, 0.0], [0.1, -0.1, 0.0], [0.1, 0.1, 0.0], [0.0, 0.1, -0.1], [0.1, -0.1, 0.0], [0.0, 0.1, 0.0], [0.0, -0.1, -0.1], [0.0, 0.0, 0.1], [0.0, 0.0, 0.0], [0.0, 0.0, 0.0], [0.1, -0.2, 0.1], [-0.3, 0.2, -0.1], [0.4, -0.1, 0.3], [-0.1, -0.1, 0.1], [0.3, 0.1, 0.0], [-0.1, 0.0, 0.0], [0.1, 0.2, 0.0], [0.0, 0.1, 0.0], [0.0, 0.0, 0.0], [0.0, 0.0, 0.0], [0.0, 0.0, 0.0], [-0.1, 0.0, -0.1], [0.1, 0.0, 0.0], [0.0, 0.0, 0.0], [-0.1, -0.1, 0.0], [0.0, 0.0, -0.1], [0.0, 0.0, 0.0], [0.0, 0.0, 0.0], [0.0, 0.0, 0.0], [0.0, 0.0, 0.1], [0.0, 0.0, 0.0], [-0.1, 0.0, 0.0], [0.0, 0.0, 0.0], [0.0, 0.0, 0.0], [0.0, 0.0, 0.0], [0.0, 0.0, 0.0], [0.0, 0.0, 0.0], [0.0, 0.0, 0.0], [0.0, 0.1, 0.1], [0.0, 0.0, 0.0], [0.0, 0.0, 0.0], [0.0, 0.0, 0.0], [0.0, 0.0, 0.0], [0.0, -0.1, 0.2], [0.0, 0.0, 0.0], [0.0, 0.1, 0.0], [0.0, 0.0, 0.0], [0.0, 0.0, 0.0], [0.0, 0.0, 0.0], [0.0, 0.0, 0.0], [0.0, 0.0, 0.0], [-0.1, 0.1, 0.0], [0.0, 0.0, 0.0], [0.0, 0.0, 0.0], [0.1, -0.1, 0.0], [-0.1, -0.1, 0.0], [0.0, 0.0, 0.0], [0.0, 0.0, 0.0], [0.0, 0.0, 0.0], [0.0, 0.0, 0.0], [0.0, 0.0, 0.0], [0.0, 0.0, 0.0], [0.0, 0.0, 0.0], [0.0, 0.0, 0.0], [0.0, 0.0, 0.0], [-0.1, 0.2, 0.1], [-0.1, 0.0, 0.0], [0.0, -0.1, -0.1], [-0.1, 0.1, 0.0], [0.0, 0.0, 0.0], [0.0, 0.0, -0.1], [0.0, 0.0, 0.0], [0.0, 0.0, 0.0], [0.0, 0.0, 0.0], [0.0, 0.0, 0.0], [0.0, 0.0, 0.0], [0.0, 0.0, 0.0], [0.0, 0.0, 0.0]], "e_above_lowest_kcal_mol": 61.5, "e_tot_ev": -139331.9906, "homo_energy_ha": [-0.272, -0.272], "spin_multiplicity": 2, "homo_lumo_gap_ev": [7.757, 6.005]}